# 1
ORCA calculation (wB97M-V/def2-TZVPD) on one molecule with the formula C6H10O at a distorted geometry.

Computed properties:
Energy relative to the best compared isomer or geometry (same formula, charge and spin) in kJ/mol: 391.16
HOMO in eV: -6.99
SMILES string: CC(C)=C/C=C/O
E_tot in hartree: -309.6934

XYZ file:
```
17
Properties=species:S:1:pos:R:3:forces:R:3
O 1.639951 -2.996346 -0.114007 0.161 -1.413 1.492
C -1.291508 0.310835 -1.209044 -0.994 -1.449 1.457
C 1.247600 -1.757943 0.114727 -0.466 2.911 -2.452
C -0.371829 0.805323 -0.006249 -1.170 -1.272 -2.455
C 0.525971 -1.306765 1.135723 -0.248 -0.390 2.159
C -0.030228 2.330180 -0.142152 0.695 -1.926 0.987
C -0.145430 -0.055694 1.037448 0.219 1.964 2.134
H 1.100812 2.400374 0.184995 -2.642 0.634 0.013
H -0.868728 0.571424 -2.148975 -0.098 0.771 -0.946
H 0.782724 -1.574117 2.227794 -1.051 -0.654 -1.816
H -0.073237 2.700379 -1.174858 -0.054 -0.625 0.097
H -1.525240 -0.831592 -1.344733 0.711 1.958 0.923
H 1.212673 -3.493025 0.643760 0.856 0.244 -1.335
H -0.884417 2.803213 0.357484 0.954 0.887 0.604
H -2.357378 0.783303 -0.985484 2.221 -0.622 -0.795
H -0.355124 0.223069 2.104332 0.942 1.233 -0.768
H 1.393388 -0.912617 -0.680762 -0.038 -2.251 0.701
```
Positions in Å, forces in eV/Å.


# 2
ORCA calculation (wB97M-V/def2-TZVPD) on C6H10O as an isolated structure at a distorted geometry.

Computed properties:
Energy relative to the best compared isomer or geometry (same formula, charge and spin) in kJ/mol: 338.47
HOMO in eV: -9.21
E_tot in hartree: -309.7135

XYZ file:
```
17
Properties=species:S:1:pos:R:3:forces:R:3
O -1.721603 0.709246 -0.552512 0.867 0.509 1.926
C -0.656711 0.248841 -1.306765 0.693 0.026 -0.413
C -0.295325 -1.202476 -1.032265 0.014 -0.094 0.141
C 0.213926 -0.692933 1.384709 0.139 0.066 -0.240
C 0.104172 -1.592631 0.177251 -0.076 -0.033 -0.174
C 0.455732 1.137674 -0.875993 0.174 -0.034 1.890
C 0.311909 0.813556 1.059342 1.330 0.018 -0.862
H 0.326561 -2.642784 0.356278 -0.041 0.098 -0.068
H -0.084331 1.399383 1.932637 -0.277 0.097 -1.453
H -0.393777 -1.933055 -1.831785 0.027 0.105 0.093
H 0.236364 2.200778 -1.026660 0.072 -0.301 0.167
H -0.713063 0.456575 -2.392989 -0.702 -0.248 0.233
H 1.322151 1.157851 0.988865 1.004 -0.158 0.748
H -0.994605 0.985362 0.333477 -3.012 -0.487 -2.221
H 1.085452 -0.990760 1.985661 -0.136 0.025 -0.165
H -0.659808 -0.909285 2.024169 0.186 0.286 -0.225
H 1.462955 0.854658 -1.223421 -0.261 0.125 0.623
```
Positions in Å, forces in eV/Å.


# 3
ORCA calculation (wB97M-V/def2-TZVPD) on one molecule with the formula C6H10O at a distorted geometry.

Computed properties:
Energy relative to the best compared isomer or geometry (same formula, charge and spin) in kJ/mol: 204.39
HOMO in eV: -8.52
SMILES string: C[C@H]1OC[C@H]2C[C@H]21
E_tot in hartree: -309.7645

XYZ file:
```
17
Properties=species:S:1:pos:R:3:forces:R:3
O 1.409218 0.357487 -0.364153 -0.292 -0.086 -0.010
C -0.493061 -0.684214 -1.297982 -0.788 -2.957 1.987
C 0.273676 0.896817 0.320859 -0.052 0.308 0.086
C 0.557997 0.923134 1.808299 -0.032 0.040 0.003
C 0.936241 -0.243809 -1.538718 -0.972 0.094 -0.570
C -1.002074 -1.362876 0.253695 0.786 -0.530 -2.228
C -0.927102 0.060900 -0.111970 -0.167 0.826 0.241
H -0.166200 -1.958565 0.584025 0.129 0.419 0.672
H -1.996001 -1.821830 0.399033 0.694 0.274 -0.608
H 0.451598 0.478342 -2.278646 2.261 0.173 -0.081
H -0.285403 1.368009 2.346298 0.104 -0.021 -0.075
H -0.988331 -1.058808 -2.187444 -0.608 0.603 0.346
H 1.733495 -0.916100 -1.931038 -0.879 0.498 0.094
H 1.454044 1.517082 2.012942 -0.129 -0.111 -0.018
H 0.097925 1.910364 -0.064256 0.076 0.073 0.106
H -1.876250 0.572575 -0.132912 -0.139 0.238 0.164
H 0.704708 -0.093306 2.188348 0.009 0.158 -0.108
```
Positions in Å, forces in eV/Å.


# 4
ORCA calculation (wB97M-V/def2-TZVPD) on one molecule with the formula C6H10O.

Computed properties:
Energy relative to the best compared isomer or geometry (same formula, charge and spin) in kJ/mol: 8.31
HOMO in eV: -9.17
SMILES string: CC1(O)CC=CC1
E_tot in hartree: -309.8392

XYZ file:
```
17
Properties=species:S:1:pos:R:3:forces:R:3
O -0.588439 -0.034297 1.743134 -0.101 -0.164 0.140
C -0.421955 -0.084164 0.326237 0.027 0.023 -0.359
C 0.046743 1.331851 -0.093279 -0.045 0.009 -0.006
C 1.523621 1.177752 -0.346411 0.066 -0.131 -0.003
C 1.908182 -0.095495 -0.319799 -0.016 0.153 -0.006
C -1.729052 -0.533400 -0.315589 -0.073 -0.004 -0.019
C 0.754955 -1.025520 -0.056890 -0.011 -0.034 0.028
H -0.175121 2.036309 0.715854 0.025 -0.083 -0.122
H 0.946305 -1.735250 0.756797 -0.015 0.104 -0.091
H 0.520402 -1.617523 -0.954009 0.013 0.095 0.143
H -2.566398 0.065598 0.058854 0.111 -0.028 -0.103
H -1.229267 -0.713555 1.984783 0.163 0.033 0.081
H -1.920526 -1.588086 -0.072910 -0.003 0.159 -0.022
H -0.477152 1.689118 -0.990516 0.069 -0.074 0.118
H 2.178056 2.023819 -0.538473 -0.089 -0.136 0.025
H -1.692217 -0.449628 -1.406211 0.019 0.002 0.152
H 2.921857 -0.447526 -0.491567 -0.141 0.079 0.042
```
Positions in Å, forces in eV/Å.


# 5
ORCA calculation (wB97M-V/def2-TZVPD) on one molecule with the formula C6H10O.

Computed properties:
Energy relative to the best compared isomer or geometry (same formula, charge and spin) in kJ/mol: 340.08
HOMO in eV: -8.22
E_tot in hartree: -309.7128

XYZ file:
```
17
Properties=species:S:1:pos:R:3:forces:R:3
O 2.808684 0.343892 0.599644 -0.195 -0.436 -0.140
C 1.038666 -0.848675 -0.511572 -0.030 0.033 0.014
C -2.312033 -0.121598 0.375541 0.003 -0.050 -0.079
C 0.374237 0.482876 -0.828890 0.042 -0.027 -0.149
C 2.324225 -0.710595 0.266111 0.099 0.250 0.082
C -0.242627 1.190688 0.427988 -0.061 0.146 0.068
C -1.628654 1.119628 -0.075062 0.165 -0.249 0.213
H -2.984600 0.287391 1.150265 0.050 -0.005 -0.061
H -1.708735 -0.911256 0.858227 -0.039 0.164 -0.077
H 1.087241 1.165561 -1.295676 -0.099 -0.080 0.076
H 0.371243 -1.511462 0.058242 0.111 0.076 -0.069
H 1.275321 -1.399958 -1.433425 0.008 0.059 0.120
H -0.406660 0.315791 -1.588333 0.079 0.025 0.070
H 0.155650 2.203076 0.524825 -0.069 -0.173 -0.049
H -2.976398 -0.550125 -0.382216 0.054 0.108 0.128
H 2.826714 -1.670057 0.517334 -0.028 0.125 0.000
H -0.002272 0.614817 1.336997 -0.088 0.033 -0.146
```
Positions in Å, forces in eV/Å.


# 6
ORCA calculation (wB97M-V/def2-TZVPD) on one molecule with the formula C6H10O.

Computed properties:
Energy relative to the best compared isomer or geometry (same formula, charge and spin) in kJ/mol: 87.33
HOMO in eV: -8.13
SMILES string: CC/C=C\C=C\O
E_tot in hartree: -309.8091

XYZ file:
```
17
Properties=species:S:1:pos:R:3:forces:R:3
O 1.647339 -1.266770 -2.584940 0.042 -0.296 -0.103
C -0.354231 -0.197795 1.218958 0.036 -0.125 0.014
C -0.188324 1.071040 0.437679 0.007 -0.034 -0.053
C 0.547029 -1.741509 -0.537693 0.092 0.110 -0.109
C 1.288367 -0.942961 -1.319678 -0.115 -0.054 0.330
C -1.207273 2.156380 0.746021 -0.121 0.034 0.082
C -0.038154 -1.417268 0.760802 0.048 0.110 0.175
H -0.981313 3.064776 0.175043 -0.082 -0.156 0.133
H 0.824894 1.474838 0.592743 -0.157 -0.116 -0.240
H 0.359084 -2.751823 -0.909420 -0.118 0.175 -0.028
H -0.323805 0.795492 -0.614968 0.404 0.194 0.007
H -1.221140 2.413618 1.809266 -0.051 -0.007 -0.089
H 1.180181 -2.087274 -2.796593 0.199 0.086 -0.208
H -2.199994 1.806095 0.449378 -0.002 0.154 0.154
H 1.706534 0.016104 -1.029543 -0.215 -0.176 -0.010
H -0.269498 -2.280079 1.381787 0.070 0.143 0.033
H -0.769695 -0.112862 2.221160 -0.039 -0.042 -0.087
```
Positions in Å, forces in eV/Å.


# 7
ORCA calculation (wB97M-V/def2-TZVPD) on one molecule with the formula C6H10O.

Computed properties:
Energy relative to the best compared isomer or geometry (same formula, charge and spin) in kJ/mol: 130.77
HOMO in eV: -9.45
SMILES string: C[C@H]1O[C@H]2CC[C@H]21
E_tot in hartree: -309.7926

XYZ file:
```
17
Properties=species:S:1:pos:R:3:forces:R:3
O -1.437710 -0.036432 -0.384532 -0.079 -0.053 -0.040
C 0.335018 0.672790 0.530291 0.024 0.202 -0.015
C -0.365612 0.831905 -0.820666 0.237 0.174 -0.205
C -0.345303 -1.151896 1.536170 -0.065 -0.110 0.047
C -1.024806 0.101777 0.991397 -0.103 0.054 0.353
C 0.291107 0.426525 -2.119312 -0.009 -0.041 0.004
C 0.952270 -0.725278 0.802864 0.184 -0.098 -0.045
H -0.757643 1.857497 -0.920518 0.049 -0.136 0.035
H -0.454258 0.378186 -2.919437 0.079 0.014 0.104
H 1.152887 -1.301492 -0.103489 -0.005 0.085 0.118
H 0.831764 1.534102 0.978754 -0.095 -0.096 -0.075
H 1.040599 1.176846 -2.397001 -0.098 -0.114 0.033
H -0.233176 -1.092287 2.624583 -0.038 -0.016 -0.155
H -0.801566 -2.108075 1.269067 0.052 0.104 0.004
H 1.858208 -0.722517 1.414172 -0.147 0.019 -0.075
H 0.782135 -0.548249 -2.050303 -0.097 0.113 0.009
H -1.766118 0.639541 1.593503 0.111 -0.098 -0.097
```
Positions in Å, forces in eV/Å.


energy relative to the best compared isomer or geometry (same formula, charge and spin) of number 7 (C6H10O)?
130.77 kJ/mol


Number 3 is which compound?
C6H10O


E_tot of number 6 (C6H10O)?
-309.8091 hartree